The following is a DFT calculation (wB97M-V/def2-TZVPD) of C28H40ClCsN2O14P2 as an isolated structure.

Geometry as XYZ:
```
88
Properties=species:S:1:pos:R:3:forces:R:3
Cs -0.633320 -0.349297 1.297723 -0.5 0.1 -0.4
C -0.621256 -6.029244 2.898399 0.0 0.0 0.0
C -0.170669 -4.656632 3.335017 -0.1 0.0 0.0
C -0.362277 -4.382427 4.805893 0.0 0.0 0.0
O 1.277584 -4.589338 3.027971 0.0 0.1 0.1
P 1.953057 -3.450906 2.186708 0.0 0.3 0.0
O 1.092399 -2.743311 1.226245 0.3 -0.1 0.2
C 2.776181 -2.335171 3.388049 0.0 0.0 0.0
P 1.883920 -0.805031 3.713766 0.4 -0.3 0.2
O 0.465565 -1.037988 4.021917 -0.1 0.0 0.0
O 2.695818 -0.156982 4.923657 -0.1 0.0 0.1
C 1.951716 0.715828 5.833270 0.0 0.0 0.0
C 1.606438 2.032474 5.164053 0.0 0.0 0.0
C 2.834661 0.883090 7.050868 0.0 0.0 0.0
O 2.082087 0.125420 2.489378 -0.5 0.2 -0.3
C 3.080807 0.780988 1.659899 0.2 -0.1 0.0
C 3.413297 -0.122834 0.496214 0.0 0.1 0.0
C 4.287982 1.173842 2.485849 0.0 0.0 0.0
O 3.186226 -4.170183 1.498060 0.0 0.0 -0.1
C 3.883573 -5.378461 1.863985 0.0 0.0 0.0
C 4.308032 -5.379800 3.323003 0.0 0.0 -0.1
C 3.069010 -6.600114 1.482066 0.0 0.0 0.0
H -1.671802 -6.186530 3.145583 -0.1 0.0 0.0
H -0.038698 -6.786150 3.430870 0.0 0.0 0.0
H -0.476075 -6.159110 1.825016 0.0 0.0 0.0
H -0.658229 -3.882263 2.741818 0.0 0.0 0.0
H 0.185451 -5.120581 5.397385 0.0 0.0 0.0
H -1.425729 -4.441956 5.047574 0.0 0.0 0.0
H -0.015986 -3.378372 5.053277 0.0 0.0 0.0
H 3.777209 -2.108828 3.015810 0.0 0.0 0.0
H 2.883956 -2.869860 4.333993 0.0 0.0 0.0
H 1.032791 0.190655 6.099015 0.0 0.0 0.0
H 2.515316 2.570175 4.887183 0.0 0.0 0.0
H 1.046021 2.652317 5.866336 0.0 0.0 0.0
H 0.987273 1.909510 4.274267 0.0 0.0 0.0
H 3.768605 1.374362 6.772209 0.0 0.0 0.0
H 3.066714 -0.084372 7.495306 0.0 0.0 0.0
H 2.326487 1.499027 7.793790 0.0 0.0 0.0
H 2.559272 1.671261 1.305696 0.0 0.0 0.1
H 3.843301 -1.066074 0.840861 0.0 0.0 0.0
H 4.133206 0.361106 -0.162509 0.0 0.0 0.0
H 2.539849 -0.339097 -0.115650 0.0 0.0 0.0
H 4.795194 0.285550 2.869654 0.0 0.0 0.0
H 4.001853 1.804683 3.325037 0.0 0.0 0.0
H 4.987011 1.723463 1.855150 0.0 0.0 0.0
H 4.777956 -5.336516 1.238063 0.0 0.0 0.0
H 3.436985 -5.418233 3.976398 0.0 0.0 0.0
H 4.896577 -4.491453 3.554543 0.0 0.0 0.0
H 4.926887 -6.257323 3.516565 0.0 0.0 0.0
H 2.190199 -6.691670 2.117101 0.0 0.0 0.0
H 3.684943 -7.494506 1.594394 0.0 0.0 0.0
H 2.747318 -6.525669 0.444105 0.0 0.0 0.0
O -0.116000 4.525137 1.228389 0.0 0.0 0.2
C -0.682400 3.421346 1.198454 0.0 0.1 -0.2
O -0.544242 2.429975 1.952079 0.1 0.0 0.1
C -1.690519 3.255744 0.041723 -0.1 -0.2 -0.2
C -2.268628 4.378141 -0.547949 0.0 0.0 0.0
C -3.158750 4.208149 -1.591599 0.0 0.0 0.0
C -3.429165 2.925637 -2.050775 0.0 0.0 0.0
C -2.794364 1.866552 -1.423508 0.0 0.2 0.0
N -1.963402 2.024346 -0.397551 0.1 -0.1 0.2
H -1.990659 5.354013 -0.176509 0.0 0.0 0.0
H -3.630472 5.066479 -2.056765 0.0 0.0 0.0
H -4.105351 2.752461 -2.877629 0.0 0.0 0.0
H -2.949360 0.847185 -1.762369 0.0 0.0 0.0
O 3.742015 -0.796097 -2.418343 0.1 0.1 -0.1
C 3.481151 -1.244109 -3.513941 -0.2 -0.4 0.2
C 2.264111 -1.098366 -4.302489 0.0 0.2 0.0
C 2.308449 -1.669602 -5.560371 0.1 -0.1 -0.1
C 1.261876 -1.569331 -6.461824 0.0 0.1 0.1
C 0.089986 -0.861451 -6.089402 0.0 0.0 0.0
C 0.001054 -0.297222 -4.863199 0.0 0.0 0.1
C 1.067373 -0.368517 -3.859382 -0.1 0.1 -0.2
O 0.923136 0.163432 -2.756661 0.1 -0.1 0.1
N 1.371756 -2.151151 -7.749911 -0.1 -0.1 0.0
O 0.427187 -2.034897 -8.532314 0.0 0.0 0.0
O 2.395550 -2.767666 -8.047997 0.0 0.0 0.0
H 4.224956 -1.911082 -4.012546 0.1 0.1 -0.1
H 3.199386 -2.206382 -5.865284 0.0 0.0 0.0
H -0.718329 -0.787751 -6.803884 0.0 0.0 0.0
H -0.885982 0.246186 -4.561946 0.0 0.0 0.0
Cl -4.829313 -5.729588 1.336532 0.0 0.0 0.1
C -4.319999 -4.467843 2.524756 0.0 0.0 0.0
C -3.906395 -4.975660 3.934138 0.0 0.0 0.0
O -3.734562 -6.191187 4.112967 0.0 0.0 0.0
O -3.751728 -4.017048 4.719936 0.0 0.0 0.0
H -5.149039 -3.773166 2.617953 0.0 0.0 0.0
H -3.472113 -3.950437 2.075089 -0.1 0.0 0.0
```
Forces are in eV/Å.

Results
* DFT total energy: -92986.018 eV
* strongest force on any atom: 0.633 eV/Å
* LUMO level: 0.1205 Ha
* net charge: -2



The following is a DFT calculation (wB97M-V/def2-TZVPD) of C28H40MnNO2 as an isolated structure at a distorted geometry.

Geometry as XYZ:
```
72
Properties=species:S:1:pos:R:3:forces:R:3
O -0.339414 0.853423 -1.053386 0.4 -0.1 -1.3
C 0.681934 0.378956 -1.980495 -0.1 0.0 0.5
C 0.171092 1.253575 -3.118713 -0.1 0.1 0.1
H 0.556662 -0.695921 -2.165252 0.3 0.2 0.1
H 1.682114 0.632091 -1.611459 -0.1 -0.3 0.0
C -0.955736 1.635746 -2.124694 0.1 -0.2 -0.2
H -0.132970 0.695973 -4.013781 0.1 0.3 0.2
H 0.836967 2.090851 -3.366587 -0.2 -0.2 -0.1
C -2.301464 1.052419 -2.495983 -0.3 0.1 0.0
H -2.235369 -0.039745 -2.563283 0.0 0.2 0.0
H -2.633057 1.454067 -3.463158 0.1 -0.1 0.1
H -3.047956 1.327437 -1.743217 0.0 -0.2 -0.1
C -1.039919 3.098776 -1.769314 -0.2 0.3 0.0
H -0.044835 3.528985 -1.623610 -0.2 -0.1 0.0
H -1.627220 3.235803 -0.855021 0.2 0.0 -0.1
H -1.547613 3.646138 -2.573802 0.1 -0.1 0.0
Mn -0.242681 0.840410 1.803668 1.5 -3.1 -2.2
C 0.604282 2.410644 2.823978 2.5 0.7 -0.3
C 1.610561 1.371272 2.684097 0.8 2.4 -0.1
C 1.967348 1.297199 1.295816 1.1 1.3 0.4
H 2.144415 0.909978 3.502879 -0.3 -0.3 -0.2
C 1.323078 2.364016 0.613074 0.0 -0.1 0.9
C 0.374413 2.945035 1.499698 1.6 1.4 0.4
H -0.278213 3.785153 1.263092 0.1 -0.3 0.1
H 0.193619 2.773187 3.758257 -0.1 -0.2 -0.2
H 2.683758 0.597259 0.864501 -0.2 0.2 0.2
H 1.596323 2.740849 -0.367757 -0.5 -0.4 -0.1
C -1.784456 0.402350 3.136361 -2.2 0.1 -0.3
C -2.067567 1.638768 2.445205 -2.6 -1.0 0.3
C -2.346811 1.313129 1.074840 -1.0 0.3 0.8
H -2.190053 2.617207 2.902796 0.2 -0.2 -0.2
C -2.213338 -0.090425 0.909316 -0.5 -0.5 0.7
C -1.829547 -0.652536 2.158628 -2.3 0.1 0.4
H -1.744988 -1.717014 2.375720 0.2 0.5 -0.1
H -1.693392 0.265161 4.206793 0.3 0.0 -0.3
H -2.767164 2.010026 0.351194 0.4 -0.2 0.2
H -2.424798 -0.662167 0.004428 0.3 0.3 0.3
O 0.483968 -0.703958 -6.084764 0.3 -0.2 -1.8
C -0.023622 0.340425 -6.952234 0.1 0.6 0.4
C 0.179678 -0.062156 -8.421051 -0.1 -0.8 0.4
H 0.540347 1.270452 -6.750483 -0.2 -0.3 0.1
H -1.077717 0.530825 -6.693190 0.3 -0.1 -0.1
C 1.361088 -1.056186 -8.332145 0.0 0.8 0.6
H 0.376193 0.794914 -9.068296 -0.1 -0.1 0.1
H -0.706184 -0.599810 -8.781380 0.1 0.2 0.0
C 1.156183 -1.674852 -6.938167 -0.3 -0.3 0.1
H 2.300023 -0.485744 -8.351903 -0.1 -0.2 -0.1
H 1.371514 -1.794727 -9.137960 0.0 0.1 0.2
H 2.096163 -1.985410 -6.460009 -0.3 0.2 -0.1
H 0.520705 -2.573754 -7.047635 0.1 0.3 0.2
C -0.807296 -0.369916 6.660674 0.3 -0.4 -0.4
N -0.359695 -1.329444 5.662990 -0.8 -0.3 0.2
C -0.255488 -2.659285 6.230051 -0.1 0.3 0.1
C 0.759925 -0.881405 4.860895 0.2 0.4 0.2
C 0.997389 -1.687576 3.608621 0.5 -1.5 0.1
C 1.560624 -2.979763 3.735985 0.0 0.5 -0.4
C 1.830983 -3.725747 2.584138 0.1 -0.1 -0.1
C 1.575458 -3.184220 1.319401 -0.2 0.7 -0.2
C 1.017947 -1.889172 1.216312 0.7 -1.9 0.1
C 0.703411 -1.178331 2.351056 -0.2 1.4 -0.1
H -1.683682 -0.803749 7.157139 0.1 0.3 0.0
H -1.080310 0.575378 6.177120 0.1 -0.1 0.2
H -0.027708 -0.171446 7.418622 -0.1 0.1 0.1
H -0.207529 -3.429003 5.457500 -0.1 0.2 0.1
H 0.632753 -2.766885 6.879140 0.1 0.0 0.0
H -1.142243 -2.820176 6.853604 0.1 -0.2 -0.1
H 0.541321 0.157818 4.579787 0.1 -0.4 0.1
H 1.704593 -0.875164 5.461137 -0.2 0.0 0.0
H 1.805473 -3.382621 4.727173 0.0 0.1 -0.4
H 2.262554 -4.725370 2.668022 -0.1 0.2 0.0
H 1.817812 -3.726296 0.399844 0.0 -0.1 0.3
H 0.837374 -1.455693 0.225188 0.0 -0.2 0.1
```
Forces are in eV/Å.

Results
* DFT total energy: -66584.849 eV
* strongest force on any atom: 4.065 eV/Å
* LUMO level (alpha / beta): 0.0832 / 0.0832 Ha
* 2S+1: 6
* ⟨S²⟩: 8.770
* net charge: -1



The following is a DFT calculation (wB97M-V/def2-TZVPD) of C28H40NO2Pt as an isolated structure at a distorted geometry.

Geometry as XYZ:
```
72
Properties=species:S:1:pos:R:3:forces:R:3
O -0.852815 -1.062780 -2.477444 -0.7 1.0 -2.7
C -1.557661 -0.062122 -3.374527 0.2 0.1 1.0
C -0.914720 -0.605429 -4.624901 0.2 0.1 0.2
H -1.283314 0.974701 -3.136459 -0.2 -0.5 0.1
H -2.647832 -0.204032 -3.358600 0.3 0.0 0.3
C -0.489139 -1.753777 -3.719499 0.0 -0.5 -0.5
H -0.071763 0.003372 -4.961583 -0.2 -0.1 -0.1
H -1.602720 -0.882563 -5.425060 0.2 0.1 -0.1
C 0.950665 -2.133682 -3.858039 0.3 -0.2 -0.1
H 1.619733 -1.299723 -3.657660 0.0 0.0 0.0
H 1.072076 -2.458792 -4.892907 0.2 0.1 -0.1
H 1.183197 -2.978301 -3.220829 0.3 0.1 0.0
C -1.352106 -2.965545 -4.027525 0.0 -0.5 0.0
H -2.427094 -2.764066 -3.994027 0.1 0.1 0.1
H -1.126538 -3.808360 -3.371997 -0.1 0.1 0.1
H -1.097245 -3.281048 -5.048682 -0.2 0.0 0.1
Pt -0.205408 -0.678214 0.572651 0.9 1.7 1.5
C -2.345181 -1.208770 1.009155 -0.7 1.7 -0.3
C -2.033585 0.081988 1.607317 -1.1 0.1 -1.2
C -2.047197 1.063982 0.549034 -1.4 -0.6 0.7
H -2.020357 0.286314 2.666089 0.3 -0.1 -0.1
C -2.515199 0.412797 -0.629509 0.1 -0.3 0.4
C -2.582151 -0.980466 -0.396700 -1.4 0.5 0.7
H -2.859087 -1.746990 -1.109558 0.1 0.2 0.1
H -2.537499 -2.114861 1.566466 0.2 0.0 -0.1
H -1.886831 2.129278 0.699387 0.0 -0.3 -0.1
H -2.863980 0.920225 -1.519303 0.4 -0.1 0.0
C 0.468154 -2.491736 1.423800 0.9 -0.3 -1.2
C -0.340277 -3.038806 0.331671 1.9 -1.3 -0.1
C 0.493806 -3.087400 -0.826812 -0.1 -0.9 0.6
H -1.320508 -3.503727 0.435330 0.4 0.2 -0.1
C 1.749903 -2.511040 -0.526020 -0.3 -0.1 0.2
C 1.706009 -1.987961 0.801748 -0.1 -2.5 0.2
H 2.529508 -1.520190 1.338949 -0.3 -0.3 -0.2
H 0.283207 -2.597126 2.487873 0.0 0.2 -0.3
H 0.235538 -3.609980 -1.741547 -0.1 0.3 0.3
H 2.645959 -2.594452 -1.140695 -0.3 0.5 0.0
O 1.662316 1.619931 -3.624718 -0.8 0.8 1.4
C 1.488350 1.213966 -2.240261 0.5 -0.6 0.6
C 0.623949 2.267237 -1.510342 0.0 -0.4 -0.9
H 2.496499 1.202785 -1.767335 -0.4 0.0 -0.2
H 1.078870 0.190903 -2.176844 0.1 0.6 -0.2
C 1.055860 3.543908 -2.251362 -0.1 0.1 0.4
H 0.816264 2.286932 -0.426150 -0.1 0.0 -0.6
H -0.443906 2.048867 -1.675367 0.4 0.1 0.2
C 1.772068 3.055736 -3.525394 0.4 -0.4 0.0
H 1.770370 4.095623 -1.626403 -0.2 0.0 -0.2
H 0.209552 4.202528 -2.433710 0.0 0.1 -0.2
H 2.826935 3.313823 -3.386614 0.1 0.0 -0.4
H 1.416080 3.460918 -4.468757 -0.1 0.2 0.0
C -1.349792 -0.292516 5.991277 0.3 0.3 -0.2
N -1.087238 0.318985 4.711624 -1.0 0.2 0.2
C -1.221414 1.760045 4.704154 0.1 0.0 0.4
C -0.055130 -0.353104 3.947738 0.0 -0.8 -0.4
C 0.859037 0.542976 3.164771 0.9 0.5 0.6
C 1.592351 1.468389 3.920096 -0.2 0.6 0.2
C 2.363740 2.466351 3.334126 0.3 -0.3 0.0
C 2.758738 2.244308 2.013675 -0.3 -0.2 -0.4
C 2.165286 1.192748 1.282206 0.4 0.9 0.6
C 1.065157 0.485747 1.787827 0.0 0.0 -0.6
H -2.307870 0.060123 6.391596 0.1 -0.2 0.0
H -0.550806 -0.032612 6.714395 -0.1 -0.2 0.2
H -1.367511 -1.384365 5.875715 -0.1 0.2 0.1
H -0.396201 2.255431 5.245604 -0.2 0.2 -0.1
H -1.257366 2.170611 3.685390 0.0 -0.2 0.3
H -2.148761 2.015765 5.239596 0.1 -0.1 -0.3
H 0.532293 -0.989510 4.642376 0.1 0.4 -0.2
H -0.537703 -1.051370 3.250827 0.2 0.2 0.3
H 1.478796 1.468819 4.999975 -0.1 0.1 0.0
H 2.658722 3.374183 3.884351 0.2 -0.7 -0.2
H 3.519188 2.898491 1.579092 -0.2 -0.2 -0.1
H 2.555726 0.936608 0.297274 -0.2 0.2 0.1
```
Forces are in eV/Å.

Results
* DFT total energy: -38509.617 eV
* strongest force on any atom: 2.932 eV/Å
* LUMO level (alpha / beta): 0.1033 / 0.1015 Ha
* 2S+1: 3
* ⟨S²⟩: 2.015
* net charge: -1